No. 1
Here is a cluster of 2 separate species, C5H13N3O in total from the Open Molecules 2025 dataset. Energies are from ωB97M-V/def2-TZVPD.

As for the energy: -11913.4190 eV. Its structure (SMILES) is C[C@@H](N)C(N)=O.C=NC. Its HOMO energy is -9.192 eV. Its LUMO energy is 1.0 eV. The value obtained for the energy above the lowest of the compared OMol25 structures with the same formula, charge and spin is 27.6 kcal/mol. The value obtained for the HOMO-LUMO gap is 10.240 eV.

XYZ file:
```
22
Properties=species:S:1:pos:R:3:mulliken_charge:R:1
C 1.21348 0.74889 0.94798 0.522
C 1.36111 -0.45929 1.87375 -1.361
C -0.26645 1.11104 0.76157 0.243
N -0.45504 1.95196 -0.29738 -0.341
N 1.81445 0.57918 -0.37348 -0.725
O -1.12690 0.89334 1.59479 -0.677
H 1.68786 1.62108 1.41790 0.409
H 0.33918 2.18252 -0.87206 0.240
H -1.35150 2.39801 -0.40972 0.263
H 1.30351 -0.15855 -0.84835 0.224
H 2.77343 0.27169 -0.27944 0.260
H 1.03917 -1.35871 1.34997 0.252
H 2.39765 -0.58612 2.18751 0.402
H 0.73467 -0.32542 2.74992 0.329
C -1.28148 -0.59235 -2.13625 -0.947
C -1.52586 -1.72139 -0.05430 -0.358
N -0.83182 -0.95424 -0.76523 -0.095
H -1.46813 0.48286 -2.21112 0.265
H -2.20411 -1.13209 -2.39919 0.375
H -0.46947 -0.87339 -2.82581 0.273
H -2.47376 -2.16611 -0.37201 0.221
H -1.20997 -1.91289 0.96095 0.227
```

***

No. 2
Here is a cluster of 11 separate species, C19H44N10O24S in total from the Open Molecules 2025 dataset. Energies are from ωB97M-V/def2-TZVPD.

As for the energy: -95254.2140 eV. Its structure (SMILES) is C#CCCC[C@@]1(O)CCOS(=O)(=O)C1.C[N+](=O)[O-].C[N+](=O)[O-].C[N+](=O)[O-].C[N+](=O)[O-].C[N+](=O)[O-].C[N+](=O)[O-].C[N+](=O)[O-].C[N+](=O)[O-].C[N+](=O)[O-].C[N+](=O)[O-]. Its HOMO energy is -9.070 eV. Its LUMO energy is -0.7 eV. The value obtained for the HOMO-LUMO gap is 8.321 eV.

XYZ file:
```
98
Properties=species:S:1:pos:R:3:mulliken_charge:R:1
C 0.47513 7.23903 2.66293 -0.394
C 1.13525 6.01112 2.97223 -0.310
C 1.46450 4.47890 3.55596 -0.135
C 0.50054 3.39971 2.77973 -0.209
C 1.27621 2.09084 2.16979 -0.765
C 2.16205 2.37111 0.81938 0.601
O 2.56842 3.77052 0.61643 -0.479
C 3.47033 1.33284 0.91193 -0.760
C 4.61115 1.62239 -0.22947 -0.247
O 4.15986 1.30409 -1.59404 -0.294
S 2.68245 2.06648 -1.97463 1.092
O 2.10495 1.28980 -3.22039 -0.660
O 2.97146 3.52710 -2.39586 -0.547
C 1.38085 1.92152 -0.58952 -0.541
H -0.25359 8.17637 2.53963 0.324
H 2.57161 4.24102 3.22999 0.164
H 1.39898 4.44851 4.72509 0.377
H -0.17602 3.94282 1.97441 0.329
H -0.25530 2.98149 3.60397 0.014
H 0.42809 1.31099 1.85754 0.055
H 1.93275 1.57953 2.99280 0.321
H 3.49334 3.92931 0.97268 0.388
H 3.91853 1.43750 2.00381 0.426
H 3.07775 0.21950 0.78723 0.229
H 5.50933 0.87136 0.00412 0.317
H 5.06271 2.71351 -0.13873 0.190
H 0.99668 0.81940 -0.45058 0.263
H 0.48788 2.67129 -0.82918 0.374
C 4.78378 6.23146 -2.89332 -0.196
N 6.08689 6.94871 -2.85863 0.927
O 6.93634 6.61993 -3.69481 -0.548
O 6.22016 7.82158 -1.99298 -0.552
H 4.80682 5.49566 -3.69996 -0.087
H 4.65208 5.74041 -1.92701 0.159
H 4.00342 6.97433 -3.07115 0.289
C -1.43054 -2.07526 -1.00234 -0.535
N -1.46638 -1.38107 0.31317 0.974
O -0.60633 -0.51735 0.52096 -0.640
O -2.35696 -1.72280 1.10000 -0.565
H -0.60083 -1.67644 -1.58982 0.241
H -1.28924 -3.14057 -0.80904 0.084
H -2.38298 -1.88489 -1.50140 0.363
C -4.04437 -5.60709 0.25919 -0.456
N -3.36203 -5.02467 -0.92781 0.906
O -2.13273 -5.14295 -0.98864 -0.522
O -4.07982 -4.46529 -1.76500 -0.539
H -3.29490 -6.06486 0.90830 0.362
H -4.55749 -4.79378 0.77634 0.311
H -4.75133 -6.35684 -0.10208 -0.066
C 5.74013 4.62198 -5.96123 -0.732
N 6.06470 4.70651 -7.41080 0.868
O 6.83660 3.85590 -7.86850 -0.525
O 5.53533 5.62437 -8.04823 -0.525
H 6.27252 3.77212 -5.52891 0.324
H 6.06241 5.55593 -5.49637 0.301
H 4.66025 4.48605 -5.87276 0.298
C -3.59299 2.65439 5.66991 -0.738
N -2.29049 3.33083 5.42560 0.897
O -2.05300 3.70111 4.27003 -0.551
O -1.54333 3.47105 6.40085 -0.523
H -4.14480 2.59996 4.72908 0.356
H -3.37834 1.65340 6.04960 0.323
H -4.14042 3.24897 6.40423 0.219
C -6.30819 -8.53082 3.05611 -0.791
N -5.62586 -7.94840 1.86912 0.894
O -4.39656 -8.06668 1.80829 -0.516
O -6.34364 -7.38901 1.03193 -0.481
H -5.55872 -8.98859 3.70522 0.319
H -6.82131 -7.71751 3.57327 0.297
H -7.01516 -9.28057 2.69485 0.289
C -5.70624 -8.87891 -2.20503 -0.616
N -6.82213 -9.85896 -2.11533 0.842
O -7.22895 -10.35188 -3.17382 -0.519
O -7.25806 -10.10579 -0.98482 -0.516
H -5.42462 -8.75909 -3.25333 0.348
H -6.06368 -7.93379 -1.79125 0.187
H -4.87118 -9.27635 -1.62438 0.258
C 1.57975 -4.58487 -3.37514 -0.807
N 0.37741 -4.21655 -2.57986 0.850
O -0.70510 -4.17661 -3.17604 -0.437
O 0.55432 -3.97803 -1.37951 -0.500
H 1.27765 -4.76652 -4.40876 0.312
H 2.28044 -3.74933 -3.31929 0.271
H 2.00327 -5.48888 -2.93261 0.305
C -3.19747 2.52747 10.11420 -0.756
N -3.83216 2.44873 8.77081 0.907
O -4.72915 3.26201 8.52006 -0.548
O -3.41189 1.57275 8.00593 -0.501
H -3.66291 3.33880 10.67788 0.310
H -3.35982 1.56933 10.61203 0.285
H -2.13345 2.72246 9.96499 0.293
C 3.43285 0.83250 -5.93224 -0.633
N 2.79816 0.75376 -7.27564 0.894
O 1.90118 1.56704 -7.52638 -0.514
O 3.21843 -0.12222 -8.04052 -0.555
H 2.96741 1.64383 -5.36857 0.289
H 3.27050 -0.12563 -5.43441 0.229
H 4.49688 1.02750 -6.08145 0.287
```